Record 1
ORCA calculation (ωB97M-V/def2-TZVPD) on a 8-piece molecular cluster, C14H28BCl14F4 overall at a distorted geometry.

Last column: natural (NBO) charge in e.
Positions of all 61 atoms, in Å:
1 B 1.4845 -0.5300 -0.0121  1.345
2 F 1.1731 -0.7064 -1.4198  -0.594
3 F 0.5018 0.2959 0.5801  -0.589
4 F 1.5170 -1.7535 0.6392  -0.572
5 F 2.7550 0.0509 0.1010  -0.563
6 Cl -0.2001 0.8949 4.8801  -0.099
7 C -0.6624 1.5522 3.2651  -0.390
8 C -2.1289 1.7470 3.1813  -0.393
9 Cl -2.6563 3.1457 4.1284  -0.077
10 H -0.3573 0.7930 2.5502  0.248
11 H -0.1033 2.4548 3.0710  0.244
12 H -2.6553 0.8968 3.5782  0.230
13 H -2.3900 1.8875 2.1364  0.225
14 Cl 4.3699 -2.8236 2.0468  -0.084
15 C 2.9793 -2.2170 3.0076  -0.380
16 C 2.9510 -0.7055 3.1592  -0.397
17 Cl 4.3579 -0.0581 4.0702  -0.097
18 H 2.9941 -2.6970 3.9792  0.201
19 H 2.0841 -2.5125 2.4589  0.250
20 H 2.0545 -0.4488 3.7373  0.226
21 H 2.8851 -0.2135 2.1920  0.263
22 Cl 3.8406 0.6385 -3.1580  -0.056
23 C 2.2102 0.7769 -3.8850  -0.390
24 C 1.3680 1.7914 -3.1888  -0.373
25 Cl 2.0465 3.4503 -3.3776  -0.107
26 H 1.7198 -0.1906 -3.7624  0.249
27 H 2.2966 0.9961 -4.9439  0.206
28 H 1.2963 1.5485 -2.1422  0.246
29 H 0.3966 1.8496 -3.6733  0.219
30 Cl -3.3330 -0.8653 1.4603  -0.096
31 C -1.8071 -1.7792 1.6018  -0.392
32 C -1.9196 -2.8956 2.5328  -0.395
33 Cl -1.9392 -2.3163 4.2063  -0.059
34 H -1.0116 -1.1085 1.8922  0.245
35 H -1.5435 -2.0670 0.5927  0.244
36 H -1.0510 -3.5417 2.4446  0.234
37 H -2.8076 -3.4917 2.3550  0.219
38 Cl -1.6390 -3.7994 -1.4680  -0.053
39 C -1.9013 -3.9518 -3.1992  -0.395
40 C -1.1141 -2.9474 -3.9479  -0.402
41 Cl 0.6067 -2.9829 -3.5438  -0.026
42 H -2.9636 -3.8585 -3.4174  0.226
43 H -1.6148 -4.9728 -3.4408  0.215
44 H -1.4884 -1.9492 -3.7333  0.220
45 H -1.2271 -3.1350 -5.0135  0.219
46 Cl -4.0719 -0.4684 -3.5598  -0.094
47 C -3.4042 0.0678 -1.9804  -0.377
48 C -2.2012 0.9231 -2.1209  -0.399
49 Cl -2.5048 2.4695 -2.9594  -0.071
50 H -3.0845 -0.8607 -1.5041  0.238
51 H -4.1900 0.4917 -1.3734  0.227
52 H -1.3709 0.4089 -2.6020  0.229
53 H -1.8303 1.1616 -1.1233  0.247
54 Cl 0.0231 4.8467 1.4796  -0.084
55 C 1.4566 4.6566 0.4243  -0.375
56 C 1.9768 3.2776 0.5167  -0.410
57 Cl 2.5802 2.8504 2.1308  -0.051
58 H 2.1727 5.4137 0.7159  0.215
59 H 1.1196 4.8339 -0.5922  0.230
60 H 2.7751 3.0887 -0.2032  0.243
61 H 1.1794 2.5879 0.2301  0.237

* E: -201844.4793 eV
* net charge: -1
* lowest unoccupied orbital energy: 2.1 eV
* ΔE to the lowest compared entry with this formula, charge and spin: 0.0 kJ/mol
* gap between HOMO and LUMO: 0.3641 Eh
* E_HOMO: -0.288 hartree

=====

Record 2
ORCA calculation (ωB97M-V/def2-TZVPD) on a 8-piece molecular cluster, C14H28BN2O28S5 overall at a distorted geometry.

Last column: Mulliken spin population.
Positions of all 78 atoms, in Å:
1 N -4.0660 -14.4377 1.2261  0.000
2 H -4.6207 -14.9925 1.8622  0.000
3 H -3.8503 -14.9759 0.3991  0.000
4 H -3.2315 -14.0473 1.6399  0.000
5 H -4.5538 -13.6231 0.8816  0.000
6 N 0.3270 -9.3694 8.5154  0.000
7 H 1.0459 -9.5064 7.8193  0.000
8 H -0.2523 -8.6752 8.0652  0.000
9 H 0.5900 -9.2121 9.4777  0.000
10 H -0.1238 -10.2731 8.5019  0.000
11 O -4.8494 -12.9430 3.4251  0.000
12 C -4.2098 -11.9088 3.6854  0.000
13 O -3.9205 -11.3396 4.8069  0.000
14 B -3.3363 -9.9674 4.6237  0.006
15 O -2.9452 -10.0064 3.2447  -0.008
16 C -3.4786 -11.0962 2.6752  0.002
17 O -3.4314 -11.3677 1.5400  0.000
18 O -2.1807 -9.9088 5.4787  0.000
19 C -2.3782 -8.8771 6.3116  0.000
20 O -1.5762 -8.3613 7.1773  0.000
21 C -3.7636 -8.2232 6.0519  0.001
22 O -4.2268 -8.8461 5.0556  0.007
23 O -4.3491 -7.4045 6.7013  0.000
24 C -6.8901 -5.9403 6.0531  0.000
25 C -7.9990 -4.9694 5.4725  0.000
26 O -9.1827 -5.7553 5.1868  0.000
27 S -9.0635 -7.3556 5.6924  0.000
28 O -9.2891 -8.4278 4.7702  0.003
29 O -9.7590 -7.5370 6.9518  0.001
30 O -7.4702 -7.2165 6.0097  0.000
31 H -6.5492 -5.7287 7.0666  0.000
32 H -6.0769 -5.9946 5.3293  0.000
33 H -7.6224 -4.5779 4.5275  0.000
34 H -8.1977 -4.1468 6.1595  0.000
35 C -3.6391 -5.0400 10.8129  0.000
36 C -2.8472 -6.0980 9.8979  0.000
37 O -2.7948 -7.3229 10.5792  0.000
38 S -2.8795 -7.1514 12.2093  0.000
39 O -1.5512 -7.0055 12.8165  0.000
40 O -3.6837 -8.2608 12.6734  0.000
41 O -3.6857 -5.6352 12.0860  0.000
42 H -4.6898 -4.9265 10.5462  0.000
43 H -3.1203 -4.0821 10.8500  0.000
44 H -1.8407 -5.7207 9.7174  0.000
45 H -3.3582 -6.4451 8.9998  0.000
46 C -7.3407 -10.0793 2.7750  0.066
47 C -7.0036 -8.7206 2.3343  0.100
48 O -7.4172 -8.6424 0.9969  0.542
49 S -7.5413 -10.1717 0.2152  -0.062
50 O -6.3601 -10.2851 -0.6536  0.105
51 O -8.8667 -10.3928 -0.3253  0.077
52 O -7.3031 -10.9990 1.6063  0.040
53 H -8.3919 -9.9128 3.0103  0.014
54 H -6.7006 -10.4443 3.5782  -0.001
55 H -5.9251 -8.5992 2.2339  0.058
56 H -7.4048 -7.9764 3.0221  0.039
57 C -0.1175 -9.2035 2.5776  0.000
58 C 1.1452 -9.0829 1.8523  0.000
59 O 1.5752 -7.8088 2.0376  0.000
60 S 0.8401 -6.9248 3.2018  0.000
61 O -0.0576 -5.8842 2.6806  0.000
62 O 1.7546 -6.5648 4.2455  0.000
63 O -0.0587 -8.2575 3.6395  0.000
64 H -0.2001 -10.2481 2.8778  0.000
65 H -0.9988 -8.9979 1.9700  0.000
66 H 1.0863 -9.2215 0.7728  0.000
67 H 1.9164 -9.6213 2.4031  0.000
68 C -3.1224 -6.3448 2.3348  -0.001
69 C -3.2317 -5.6391 3.6158  -0.001
70 O -4.4311 -4.8129 3.5501  0.000
71 S -5.1927 -4.9171 2.0974  0.000
72 O -4.7257 -3.8083 1.2110  0.002
73 O -6.6366 -5.0910 2.1547  0.000
74 O -4.4138 -6.4078 1.9026  0.006
75 H -2.5861 -7.2934 2.3095  0.001
76 H -2.5775 -5.5677 1.7988  0.002
77 H -2.3465 -5.0062 3.5524  0.000
78 H -3.3915 -6.1561 4.5620  0.001

* E: -130112.5244 eV
* net charge: +2
* lowest unoccupied orbital energy (spin up / spin down): -5.7 / -12.0 eV
* 2S+1: 2
* gap between HOMO and LUMO (spin up / spin down): 0.3223 / 0.0930 Eh
* E_HOMO (spin up / spin down): -0.532 / -0.532 hartree

=====

Record 3
ORCA calculation (ωB97M-V/def2-TZVPD) on a 6-piece molecular cluster, C14H28Cl8N4O4 overall at a distorted geometry.

Last column: natural (NBO) charge in e.
Positions of all 58 atoms, in Å:
1 C 16.0140 14.0557 4.3490  -0.234
2 Cl 15.9041 15.7360 3.9446  0.070
3 Cl 16.5312 13.1603 2.8684  0.020
4 Cl 17.3119 13.7736 5.5200  0.043
5 Cl 14.4677 13.5913 4.9715  0.102
6 C 7.9898 15.3846 9.8040  -0.222
7 Cl 8.0997 16.2150 11.3808  0.033
8 Cl 6.4208 15.5351 9.1066  0.092
9 Cl 9.3662 15.9934 8.8082  0.043
10 Cl 8.3155 13.6546 10.1569  0.056
11 C 13.8758 12.1764 9.0160  0.541
12 O 14.4752 11.1623 8.8386  -0.642
13 N 14.6009 13.3468 9.0534  -0.431
14 C 14.0081 14.5186 9.5006  -0.410
15 C 16.0126 13.2907 8.7227  -0.407
16 H 12.7659 12.2804 9.0517  0.133
17 H 14.2277 15.4249 9.0064  0.205
18 H 14.1421 14.6541 10.5753  0.176
19 H 12.9462 14.4201 9.2624  0.229
20 H 16.2794 14.3149 8.4517  0.201
21 H 16.6719 12.8679 9.4473  0.198
22 H 16.1025 12.6888 7.8401  0.216
23 C 13.5827 8.2149 5.4797  0.525
24 O 12.6819 8.6953 6.1457  -0.647
25 N 14.9157 8.1657 5.8387  -0.438
26 C 15.9452 7.7166 4.8717  -0.405
27 C 15.2060 8.6678 7.2151  -0.448
28 H 13.3016 7.7002 4.6184  0.112
29 H 16.4100 8.5623 4.3941  0.196
30 H 15.5009 7.2476 3.9885  0.209
31 H 16.6972 7.0658 5.3395  0.206
32 H 16.2826 8.9116 7.3525  0.201
33 H 14.7110 9.6804 7.5145  0.283
34 H 14.9635 7.8688 7.8497  0.196
35 C 10.5890 13.9387 6.6702  0.542
36 O 11.6700 14.4193 7.0047  -0.651
37 N 10.2580 12.6183 6.6061  -0.435
38 C 8.8280 12.3847 6.4279  -0.413
39 C 11.1851 11.5425 6.8683  -0.427
40 H 9.8115 14.4964 6.2112  0.113
41 H 8.5354 11.9637 5.4223  0.189
42 H 8.2440 13.3572 6.5877  0.212
43 H 8.4759 11.6329 7.1257  0.220
44 H 11.0852 10.7157 6.2054  0.229
45 H 12.2117 11.8659 6.7289  0.226
46 H 11.2185 11.1450 7.8890  0.193
47 C 9.3238 9.5527 9.5522  0.525
48 O 8.4937 10.4329 9.7791  -0.659
49 N 9.1226 8.4132 8.9116  -0.420
50 C 10.2605 7.4681 8.7506  -0.406
51 C 7.8045 8.0066 8.5078  -0.421
52 H 10.3826 9.7684 9.8008  0.115
53 H 11.0950 7.6797 9.3990  0.217
54 H 10.6129 7.4722 7.7388  0.219
55 H 9.8733 6.4882 9.0496  0.194
56 H 7.7893 7.3496 7.6427  0.207
57 H 7.3390 7.4436 9.3542  0.197
58 H 7.2195 8.8866 8.2579  0.234

* E: -129299.9996 eV
* SMILES: ClC(Cl)(Cl)Cl.ClC(Cl)(Cl)Cl.CN(C)C=O.CN(C)C=O.CN(C)C=O.CN(C)C=O
* lowest unoccupied orbital energy: 0.4 eV
* ΔE to the lowest compared entry with this formula, charge and spin: 91.7 kJ/mol
* gap between HOMO and LUMO: 0.3413 Eh
* E_HOMO: -0.327 hartree

=====

Record 4
ORCA calculation (ωB97M-V/def2-TZVPD) on an isolated ion of composition C14H28N5O4 and charge +1 at a distorted geometry.

Last column: natural (NBO) charge in e.
Positions of all 51 atoms, in Å:
1 O -2.8438 -0.5642 -1.5140  -0.774
2 O 1.0545 -2.6294 0.6931  -0.683
3 O -1.1816 1.2621 0.6994  -0.638
4 O 3.1640 0.9424 1.4079  -0.630
5 C -3.4979 -0.7764 -0.4897  0.711
6 C 1.3114 -2.4351 1.8680  0.685
7 C -0.7242 0.1646 0.5592  0.688
8 C 2.0872 1.4574 1.0882  0.660
9 N 2.5322 -2.4291 2.2902  -0.766
10 N 1.4809 2.4765 1.7701  -0.616
11 N -2.9133 -1.0127 0.6182  -0.556
12 N 0.4696 -0.0428 0.0122  -0.669
13 C -4.9936 -0.7266 -0.5237  -0.701
14 C 1.8940 2.7484 3.1958  -0.415
15 C 0.2585 -1.9393 2.7842  -0.516
16 C 1.9781 0.1543 -2.6328  -0.404
17 C 1.1625 1.1105 -3.5206  -0.440
18 C -1.2346 -1.9716 2.2975  -0.393
19 C 2.5169 0.5828 -1.2585  -0.393
20 C -0.2938 1.4320 -3.0606  -0.244
21 C -1.5108 -1.2323 0.8398  -0.138
22 C 1.4475 1.0758 -0.2461  -0.138
23 N -1.2121 0.3543 -3.2934  -0.692
24 H 2.9457 -1.9966 3.0585  0.415
25 H 3.1521 -2.4944 1.4634  0.412
26 H 0.7067 2.9996 1.3460  0.422
27 H -3.5502 -1.2057 1.3684  0.406
28 H 0.8169 -0.9996 0.1582  0.441
29 H -5.3382 0.2471 -0.4317  0.248
30 H -5.4743 -1.2720 0.1935  0.224
31 H -5.4181 -0.9916 -1.5482  0.249
32 H 2.8937 3.1924 3.3691  0.224
33 H 1.8257 1.7853 3.7510  0.203
34 H 1.0728 3.4379 3.5822  0.214
35 H 0.4077 -0.9324 3.1424  0.238
36 H 0.4093 -2.4661 3.7229  0.246
37 H 1.3860 -0.6056 -2.3597  0.189
38 H 2.8062 -0.2859 -3.1793  0.231
39 H 1.2269 0.7988 -4.5101  0.224
40 H 1.7862 1.9891 -3.6989  0.238
41 H -1.3701 -3.0081 2.0928  0.225
42 H -1.7879 -1.6503 3.2378  0.235
43 H 3.1705 1.4451 -1.3871  0.218
44 H 3.2663 -0.2061 -0.9691  0.248
45 H -0.2992 1.4883 -1.9675  0.231
46 H -0.6367 2.4028 -3.5343  0.234
47 H -1.1642 -1.9808 0.0229  0.251
48 H 0.8841 1.9385 -0.6609  0.213
49 H -2.1908 0.6168 -3.1049  0.466
50 H -1.2703 0.0191 -4.2379  0.433
51 H -1.2082 -0.2675 -2.5038  0.485

* E: -30607.3366 eV
* SMILES: CNC(=O)[C@@H](CCCC[NH3+])NC(=O)[C@@H](CCC(N)=O)NC(C)=O
* net charge: +1
* lowest unoccupied orbital energy: -2.3 eV
* ΔE to the lowest compared entry with this formula, charge and spin: 30.4 kJ/mol
* gap between HOMO and LUMO: 0.3587 Eh
* E_HOMO: -0.444 hartree